# 1
16
Properties=species:S:1:pos:R:3 method="wB97M-V/def2-TZVPD" homo_ev="-7.282 / -7.174" e_tot_ev=-11708.6653 e_lumo_ev="-0.27 / -0.41" de_lowest_kj_mol=464.3
C -0.47 0.58 -0.08
H 1.05 0.28 2.00
C -0.35 -1.74 -0.27
C 0.83 0.00 0.03
N -0.89 1.76 0.44
H -2.97 -1.55 -0.44
H 2.45 -0.18 1.17
N 1.59 0.34 1.14
H 1.14 -0.40 -1.94
H 2.20 0.67 -1.26
C -1.37 -0.50 -0.40
H -0.23 2.52 0.56
N 1.67 -0.18 -1.10
N -2.62 -0.63 -0.14
N -0.13 -2.88 -0.29
H -1.88 1.90 0.59

# 2
16
Properties=species:S:1:pos:R:3 method="wB97M-V/def2-TZVPD" homo_ev="-4.357 / -9.582" multiplicity=3 e_tot_ev=-11704.6830 e_lumo_ev="0.95 / -2.17"
C -1.10 -1.14 -0.41
H -1.63 -2.02 -0.91
H 1.33 -2.78 -0.58
N -0.25 3.44 0.91
C 0.35 -0.03 0.70
C 1.31 -1.76 -0.78
H 1.27 0.23 0.95
H -2.75 -0.02 0.37
N -0.78 0.54 1.01
C -1.71 -0.16 0.34
H 1.33 -1.50 -1.88
N 0.79 2.12 -0.69
N 0.24 2.77 0.05
H 2.17 -1.34 -0.45
N 0.23 -1.10 -0.14
H -0.81 2.75 1.53

# 3
13
Properties=species:S:1:pos:R:3 method="wB97M-V/def2-TZVPD" smiles=O[C@H]1C[C@H]2N[C@@H]12 homo_ev=-9.267 e_tot_ev=-7794.9566 e_lumo_ev=1.01 de_lowest_kj_mol=452.3
O -1.11 -1.03 -1.30
C -0.45 0.13 -0.91
C -0.85 0.75 0.46
H 1.13 0.90 1.72
H 1.93 0.16 -0.67
H -0.93 1.84 0.39
H -1.74 0.34 0.93
N 0.67 -1.11 0.85
C 0.53 0.32 1.02
H -0.45 0.82 -1.76
H -1.02 -1.63 -0.53
H 1.36 -1.42 0.11
C 0.93 -0.07 -0.33

# 4
13
Properties=species:S:1:pos:R:3 method="wB97M-V/def2-TZVPD" homo_ev="-8.832 / -7.022" e_tot_ev=-7792.1366 e_lumo_ev="-0.28 / -1.36" de_lowest_kj_mol=724.4
C -1.67 0.86 -0.39
H 0.24 -0.69 -1.44
H 0.88 1.53 0.04
N -1.75 2.00 -0.55
C -0.34 -1.14 -0.65
C -1.47 -0.55 -0.19
O 1.96 0.07 0.97
H -2.35 -1.15 0.00
H 2.10 0.54 -0.99
H 1.28 0.22 1.78
C 1.55 0.67 -0.06
H -0.13 -2.16 -0.35
H -0.35 -0.24 2.00

# 5
13
Properties=species:S:1:pos:R:3 method="wB97M-V/def2-TZVPD" smiles="C[C@H]1CN1C=O" homo_ev=-9.992 e_tot_ev=-7797.8326 e_lumo_ev=1.07 de_lowest_kj_mol=174.8
C 0.46 0.30 -0.08
O -2.44 0.74 -1.08
C 1.64 0.01 0.82
H -0.58 -0.51 -1.84
H 0.21 -1.79 -0.76
H 0.43 1.29 -0.52
H -2.55 0.76 0.93
C -2.01 0.48 0.02
N -0.85 -0.28 0.30
H 1.47 -0.92 1.37
C -0.15 -0.77 -0.88
H 1.83 0.81 1.53
H 2.54 -0.12 0.20

# 6
13
Properties=species:S:1:pos:R:3 method="wB97M-V/def2-TZVPD" homo_ev=-9.444 e_tot_ev=-7794.2514 e_lumo_ev=-0.18 de_lowest_kj_mol=520.3
O -0.25 -0.12 1.01
H 0.56 -0.17 -1.33
H 1.80 0.99 0.70
H -0.98 -3.06 0.08
H 0.39 2.57 0.00
N 2.24 1.60 0.00
H -2.48 -2.12 -0.10
C -1.52 -2.17 0.43
H -1.70 -2.25 1.51
C 1.42 2.49 -0.38
H 1.72 3.22 -1.13
C -0.46 -0.08 -0.93
C -0.75 -0.90 0.16

Copy entry 6 word for word.
13
Properties=species:S:1:pos:R:3 method="wB97M-V/def2-TZVPD" homo_ev=-9.444 e_tot_ev=-7794.2514 e_lumo_ev=-0.18 de_lowest_kj_mol=520.3
O -0.25 -0.12 1.01
H 0.56 -0.17 -1.33
H 1.80 0.99 0.70
H -0.98 -3.06 0.08
H 0.39 2.57 0.00
N 2.24 1.60 0.00
H -2.48 -2.12 -0.10
C -1.52 -2.17 0.43
H -1.70 -2.25 1.51
C 1.42 2.49 -0.38
H 1.72 3.22 -1.13
C -0.46 -0.08 -0.93
C -0.75 -0.90 0.16